The following is a quantum chemistry calculation of the molecule C19H29N3O2S, from OMol25.

Each line ends with the Löwdin charge.
Element x y z (Å)
C: -1.79980 -2.40569 -2.41245  -0.08
O: -2.38919 -3.04105 -1.30400  -0.08
C: -2.97659 -2.27247 -0.34656  -0.27
C: -3.67304 -2.96044 0.64929  -0.01
C: -4.33166 -2.26122 1.63900  -0.08
C: -4.29306 -0.87790 1.67484  -0.04
C: -3.57248 -0.19011 0.70595  -0.26
N: -3.53472 1.21156 0.74599  0.04
C: -2.60012 2.01219 0.14036  -0.84
S: -3.11106 3.39705 -0.60904  0.65
N: -1.30122 1.64772 0.21870  -0.12
C: -0.75925 0.87215 1.31755  -0.13
C: 0.26073 -0.14487 0.81179  -0.11
C: 1.37269 0.58409 0.05076  -0.33
N: 2.45268 -0.31799 -0.32293  -0.18
C: 2.11095 -1.31894 -1.31176  -0.07
C: 3.68747 0.36669 -0.65878  -0.15
C: 4.92599 -0.51829 -0.41892  -0.32
C: 4.90803 -1.15452 0.98561  -0.12
C: 6.23711 -0.71529 1.60465  -0.15
C: 6.55150 0.54729 0.80316  -0.21
O: 6.10392 0.27080 -0.50618  -0.10
C: 0.72928 1.38440 -1.09437  -0.11
C: -0.29143 2.36702 -0.52598  -0.19
C: -2.92706 -0.88620 -0.31406  0.03
H: -0.93684 -1.79729 -2.12213  0.07
H: -1.46330 -3.20739 -3.06775  0.10
H: -2.52112 -1.77926 -2.94645  0.10
H: -3.69579 -4.03708 0.61063  0.12
H: -4.88387 -2.79878 2.39460  0.11
H: -4.81200 -0.32988 2.44608  0.11
H: -4.42584 1.66952 0.88464  0.12
H: -1.56248 0.36747 1.85213  0.12
H: -0.26338 1.56439 2.01406  0.14
H: -0.24920 -0.86034 0.16819  0.09
H: 0.68574 -0.69013 1.65435  0.13
H: 1.81857 1.30469 0.74928  0.15
H: 1.97422 -0.90157 -2.32045  0.09
H: 2.91319 -2.05259 -1.35457  0.08
H: 1.20556 -1.83937 -1.01151  0.07
H: 3.78831 1.24195 -0.01283  0.13
H: 3.70928 0.71538 -1.70396  0.13
H: 5.00660 -1.27078 -1.21022  0.14
H: 4.05974 -0.76306 1.54548  0.11
H: 4.81367 -2.23648 0.93593  0.11
H: 7.00846 -1.46486 1.42708  0.11
H: 6.16694 -0.52425 2.67280  0.11
H: 6.01617 1.41337 1.22096  0.12
H: 7.61464 0.78237 0.74448  0.12
H: 0.22942 0.70626 -1.78815  0.11
H: 1.49096 1.93861 -1.64401  0.12
H: -0.78522 2.92106 -1.32631  0.07
H: 0.21208 3.09010 0.12950  0.14
H: -2.41819 -0.32282 -1.07933  0.11

Atomic forces in eV per Å
0.10 0.12 -0.21
-0.17 -0.09 0.33
-0.12 -0.03 0.19
0.10 -0.08 -0.16
0.03 -0.05 -0.15
0.09 0.25 -0.06
-0.06 -0.55 0.09
-0.09 0.06 0.35
0.01 0.38 -0.07
-0.29 0.40 -0.18
-0.32 -0.05 0.00
0.03 -0.50 0.25
0.18 0.35 0.07
-0.28 -0.15 -0.08
0.08 0.11 0.03
0.04 0.05 0.09
0.26 -0.17 -0.04
-0.43 -0.15 -0.02
0.12 0.12 -0.08
0.08 0.13 -0.24
0.09 0.00 0.35
0.05 0.04 -0.28
0.21 0.03 0.43
0.18 0.08 -0.56
0.04 -0.03 -0.21
-0.03 0.02 0.00
0.00 0.09 0.01
0.03 -0.01 0.03
0.00 -0.15 0.00
-0.05 -0.06 0.06
-0.01 0.07 0.12
0.20 0.00 -0.16
0.12 0.12 0.00
-0.08 -0.03 -0.01
-0.04 -0.07 -0.04
0.03 -0.04 0.03
-0.03 -0.01 -0.03
-0.03 -0.02 -0.05
-0.01 -0.11 -0.09
-0.06 -0.09 -0.06
0.01 0.03 0.01
-0.01 0.07 0.05
-0.03 0.04 0.09
-0.03 -0.06 0.03
-0.08 -0.04 0.06
0.05 0.01 0.04
0.02 -0.03 0.06
0.06 -0.03 -0.01
-0.06 0.04 0.05
-0.03 -0.03 -0.09
0.02 0.03 -0.07
0.13 -0.04 0.21
-0.07 0.02 -0.02
0.07 0.00 -0.09

As for the LUMO energy: 0.6 eV. As for the structure (SMILES): COc1cccc(NC(=S)N2CCC(N(C)C[C@@H]3CCCO3)CC2)c1. As for the HOMO-LUMO gap: 0.3183 hartree. The highest occupied orbital energy comes out at -8.017 eV.